Version w
C6H7ClS | ωB97M-V/def2-TZVPD

The geometry in XYZ format:
```
15
C6H7ClS, DFT ωB97M-V/def2-TZVPD
Cl -2.884 -0.612 0.135
S 2.053 -1.569 -0.422
C -1.136 -0.764 0.091
C 1.335 -0.131 0.224
C 0.135 2.626 -0.627
C -0.193 0.087 -0.041
C -0.556 1.569 -0.137
C 2.185 0.982 1.025
H -1.620 1.792 0.006
H 3.162 0.380 1.151
H -0.266 3.622 -0.824
H -0.876 -1.851 0.107
H 1.608 1.147 1.879
H 1.113 2.534 -1.261
H 2.453 1.676 0.198
```

Output
Gap between HOMO and LUMO, hartree: 0.2956
E_LUMO, eV: -0.74
HOMO level, Eh: -0.3229



Version x
C6H7ClS | ωB97M-V/def2-TZVPD

The geometry in XYZ format:
```
15
C6H7ClS, DFT ωB97M-V/def2-TZVPD
Cl 3.394 0.517 0.285
S -0.490 -1.238 -0.546
C -2.805 -0.930 0.808
C 0.894 -0.477 0.247
C 1.955 -0.087 -0.451
C -2.888 1.913 -0.274
C -1.797 1.173 -0.056
C -1.822 -0.287 0.168
H -2.792 2.978 -0.405
H -2.790 -2.011 0.947
H -3.901 1.501 -0.316
H -0.810 1.629 -0.039
H 0.889 -0.395 1.355
H -3.677 -0.408 1.238
H 2.009 -0.110 -1.533
```

Output
Gap between HOMO and LUMO, hartree: 0.3378
E_LUMO, eV: 0.49
HOMO level, Eh: -0.3198



Stability summary: most stable version x, least stable version w.



Version w
C4H8N2O2S | ωB97M-V/def2-TZVPD

The geometry in XYZ format:
```
17
C4H8N2O2S, DFT ωB97M-V/def2-TZVPD
S 1.679 0.202 -0.628
O 2.521 -0.924 -0.424
O 2.573 1.551 -0.100
N -0.864 -1.628 0.716
N -0.661 1.149 -0.237
C -1.396 0.190 -0.904
C -0.099 -0.806 1.416
C -0.946 -1.304 -0.649
C 0.660 0.312 0.944
H 2.065 2.294 0.027
H 0.158 -1.487 -1.123
H -1.633 -2.126 -1.044
H 0.825 1.198 1.557
H -0.137 -0.796 2.443
H -1.138 1.662 0.535
H -2.454 0.101 -0.577
H -1.153 0.413 -1.951
```

Output
Gap between HOMO and LUMO, hartree: 0.3353
E_LUMO, eV: -0.30
HOMO level, Eh: -0.3463



Version x
C4H8N2O2S | ωB97M-V/def2-TZVPD

The geometry in XYZ format:
```
17
C4H8N2O2S, DFT ωB97M-V/def2-TZVPD
S 0.081 -0.735 -2.630
O 1.561 -0.622 -1.862
O 0.222 -1.757 -3.640
N -0.793 -1.595 -1.495
N -2.412 1.955 2.797
C 0.770 0.077 1.699
C -0.860 1.904 0.746
C -1.739 1.936 1.864
C 0.192 1.061 0.713
H -0.541 -2.598 -1.446
H -1.215 -1.236 -0.722
H 0.944 1.016 -0.056
H 1.391 0.543 2.478
H -0.017 -0.447 2.086
H 1.367 -0.642 1.193
H -1.034 2.629 0.106
H 2.083 -1.490 -1.831
```

Output
Gap between HOMO and LUMO, hartree: 0.3913
E_LUMO, eV: 0.39
HOMO level, Eh: -0.3769



Stability summary: most stable version x, least stable version w.



Version w
C7H20N2O | ωB97M-V/def2-TZVPD

The geometry in XYZ format:
```
30
C7H20N2O, DFT ωB97M-V/def2-TZVPD
O 2.013 1.733 -0.208
N 1.037 -0.745 -1.255
N -1.744 -0.465 -0.109
C -1.355 1.962 0.277
C 3.777 0.141 -0.469
C 2.107 0.001 1.434
C 2.537 0.712 0.174
C -2.424 -1.425 -0.956
C -2.227 0.888 -0.362
C -1.868 -0.842 1.285
H -2.267 -1.163 -2.002
H -2.913 -0.827 1.632
H 2.877 0.138 2.193
H -1.458 1.969 1.359
H 1.173 0.416 1.799
H -3.272 1.002 -0.021
H -1.285 -0.162 1.900
H 1.991 -1.059 1.250
H -3.508 -1.465 -0.766
H 3.695 -0.936 -0.566
H 0.162 -0.586 -0.752
H -2.214 1.032 -1.446
H -2.008 -2.417 -0.779
H -1.663 2.937 -0.093
H -0.310 1.811 0.021
H 4.633 0.369 0.168
H 0.993 -1.676 -1.655
H 1.058 -0.087 -2.024
H -1.473 -1.849 1.417
H 3.937 0.592 -1.444
```

Output
Gap between HOMO and LUMO, hartree: 0.3549
E_LUMO, eV: 0.89
HOMO level, Eh: -0.3223



Version x
C7H20N2O | ωB97M-V/def2-TZVPD

The geometry in XYZ format:
```
30
C7H20N2O, DFT ωB97M-V/def2-TZVPD
O 1.219 0.910 -0.068
N -1.672 -0.304 1.090
N -1.808 -1.522 1.800
C 1.654 -0.968 1.279
C 2.336 0.077 0.420
C -1.691 -0.941 -1.260
C -2.585 1.277 -0.511
C 3.132 -0.530 -0.730
C -2.436 -0.196 -0.152
C 1.527 2.183 -0.578
H 2.600 2.394 -0.535
H 2.248 -1.202 2.159
H -2.211 -0.829 -2.208
H 2.466 -1.091 -1.382
H 2.982 0.718 1.039
H 3.894 -1.199 -0.334
H 3.615 0.246 -1.321
H 0.680 -0.504 1.519
H -1.596 1.719 -0.605
H -3.445 -0.643 -0.025
H -2.788 -1.824 1.848
H -0.689 -0.528 -1.339
H -1.617 -2.003 -1.035
H 1.005 2.953 0.000
H -3.140 1.811 0.259
H -3.119 1.385 -1.452
H 1.444 -1.873 0.715
H 1.211 2.283 -1.628
H -1.289 -2.242 1.305
H -1.927 0.445 1.727
```

Output
Gap between HOMO and LUMO, hartree: 0.3645
E_LUMO, eV: 1.10
HOMO level, Eh: -0.3241



Stability summary: most stable version w, least stable version x.